[1]
ORCA calculation (ωB97M-V with the def2-TZVPD basis set) on C42H41Cl2FN10O3STi as an isolated structure in a non-equilibrium geometry.

Output
Highest occupied orbital energy (spin up / spin down) in Eh: -0.007 / -0.008
Largest force on an atom in eV Å⁻¹: 1.86
Lowest unoccupied orbital energy (spin up / spin down) in Eh: 0.154 / 0.154

Geometry as ORCA input:
```
! wB97M-V def2-TZVPD RIJCOSX def2/J DEFGRID3
* xyz -2 1
Ti -0.249 -0.959 -0.669
Cl -0.617 -0.274 -7.533
C -0.050 -0.233 -5.874
C -0.895 -0.736 -4.880
C -0.493 -0.722 -3.551
N -1.200 -1.185 -2.427
C -2.527 -1.583 -2.480
O -3.148 -1.854 -3.509
C -3.152 -1.568 -1.162
C -4.511 -1.470 -0.950
C -5.003 -0.819 0.185
C -4.057 -0.018 0.884
C -2.725 -0.186 0.678
N -2.294 -1.440 0.032
C 0.783 -0.170 -3.228
C 1.618 0.302 -4.229
C 1.197 0.270 -5.557
Cl 2.272 0.905 -6.788
N 1.078 -0.189 -1.868
C 2.361 -0.562 -1.400
O 3.409 0.108 -1.591
C 2.280 -1.843 -0.754
C 3.431 -2.601 -0.375
C 3.325 -3.923 -0.107
C 2.030 -4.558 -0.209
C 0.948 -3.809 -0.496
N 1.009 -2.460 -0.745
H -1.853 -1.153 -5.144
H -5.171 -1.775 -1.757
H -6.066 -0.721 0.369
H -4.394 0.819 1.491
H -1.967 0.485 1.045
H 2.587 0.699 -3.959
H 4.382 -2.083 -0.356
H 4.199 -4.504 0.167
H 1.908 -5.616 -0.012
H -0.042 -4.247 -0.521
C 4.927 -2.857 3.337
C 3.714 -2.583 4.220
N 3.036 -1.338 3.892
C 3.740 -0.094 4.250
C 4.529 0.553 3.111
C 1.868 -1.318 3.171
S 1.048 -2.681 2.723
N 1.536 -0.008 2.858
C 0.914 0.477 1.862
O 0.444 -0.103 0.826
C 1.029 1.978 1.803
C 1.654 2.530 0.704
C 1.894 3.900 0.654
C 1.468 4.718 1.688
C 0.838 4.158 2.795
C 0.644 2.784 2.862
H 5.332 -3.849 3.559
H 5.723 -2.122 3.493
H 4.628 -2.834 2.284
H 4.006 -2.550 5.274
H 2.991 -3.379 4.092
H 4.411 -0.344 5.075
H 3.003 0.622 4.604
H 5.303 -0.113 2.725
H 5.004 1.474 3.464
H 3.856 0.806 2.292
H 2.000 1.871 -0.089
H 2.419 4.324 -0.193
H 1.637 5.788 1.642
H 0.508 4.792 3.609
H 0.187 2.325 3.731
F -3.204 -5.836 3.385
C -2.938 -4.774 2.574
C -2.982 -4.948 1.212
C -2.751 -3.850 0.393
C -2.468 -2.607 0.934
C -2.388 -2.476 2.308
C -2.638 -3.557 3.142
H -3.208 -5.923 0.799
H -2.813 -3.957 -0.682
H -2.136 -1.517 2.737
H -2.571 -3.459 4.218
C -1.917 3.009 -0.196
N -2.344 4.336 -0.687
C -1.229 4.921 -1.438
N -0.805 4.082 -2.557
C -0.407 2.763 -2.020
N -1.505 2.112 -1.282
C -2.638 1.955 -2.201
N -3.092 3.250 -2.745
C -3.456 4.117 -1.624
C -1.957 3.869 -3.441
H -2.767 2.556 0.316
H -1.099 3.134 0.509
H -0.388 5.048 -0.759
H -1.532 5.901 -1.817
H 0.443 2.884 -1.363
H -0.114 2.130 -2.853
H -3.460 1.477 -1.664
H -2.337 1.310 -3.027
H -4.287 3.661 -1.082
H -3.778 5.085 -2.018
H -2.274 4.834 -3.848
H -1.652 3.219 -4.262
*
```

[2]
ORCA calculation (ωB97M-V with the def2-TZVPD basis set) on C42H41CuNO2P2S2 as an isolated structure in a non-equilibrium geometry.

Output
Highest occupied orbital energy (spin up / spin down) in Eh: -0.278 / -0.278
Largest force on an atom in eV Å⁻¹: 2.80
Lowest unoccupied orbital energy (spin up / spin down) in Eh: -0.052 / -0.086

Geometry as ORCA input:
```
! wB97M-V def2-TZVPD RIJCOSX def2/J DEFGRID3
* xyz 0 2
Cu -4.009 -1.457 1.806
C -1.657 1.011 5.463
C -1.129 1.309 4.253
C 0.208 1.036 3.665
C 0.467 -0.333 2.978
C 0.098 -1.580 3.708
C -0.154 -1.723 5.019
C 0.116 -0.676 6.078
C -1.203 0.008 6.398
C -3.858 -1.231 -0.077
H -2.617 1.474 5.708
H -1.738 1.990 3.641
H 1.038 1.259 4.347
H 0.309 1.744 2.826
H -0.016 -0.375 1.989
H 1.549 -0.377 2.776
H 0.034 -2.478 3.074
H -0.508 -2.686 5.403
H 0.865 0.065 5.763
H 0.443 -1.239 6.978
H -2.264 -0.965 6.290
H -1.350 0.244 7.455
H -4.771 -0.820 -0.537
H -3.649 -2.245 -0.465
H -3.036 -0.556 -0.298
P 1.463 1.963 -4.168
P 2.408 -1.022 -4.458
C 3.154 1.492 -3.698
C 3.597 0.222 -3.921
C 1.806 3.423 -5.257
C 3.013 4.137 -5.232
C 3.183 5.264 -6.046
C 2.179 5.636 -6.949
C 1.012 4.860 -7.051
C 0.827 3.763 -6.212
C 0.919 2.650 -2.550
C 0.699 1.695 -1.527
C 0.208 2.108 -0.287
C -0.057 3.462 -0.040
C 0.220 4.410 -1.034
C 0.712 4.019 -2.294
C 3.473 -1.784 -5.819
C 3.715 -0.987 -6.955
C 4.481 -1.487 -8.007
C 5.010 -2.780 -7.933
C 4.792 -3.568 -6.799
C 4.028 -3.070 -5.738
C 2.566 -2.297 -3.153
C 1.566 -3.299 -3.127
C 1.640 -4.311 -2.169
C 2.667 -4.315 -1.210
C 3.618 -3.288 -1.212
C 3.565 -2.259 -2.166
H 3.768 2.261 -3.204
H 4.647 -0.078 -3.795
H 3.833 3.822 -4.589
H 4.107 5.847 -5.979
H 2.312 6.521 -7.580
H 0.255 5.127 -7.792
H -0.071 3.156 -6.299
H 0.926 0.635 -1.722
H 0.016 1.361 0.484
H -0.467 3.775 0.921
H 0.046 5.472 -0.840
H 0.936 4.773 -3.067
H 3.311 0.027 -6.987
H 4.664 -0.862 -8.879
H 5.590 -3.179 -8.761
H 5.212 -4.571 -6.728
H 3.881 -3.673 -4.837
H 0.751 -3.276 -3.862
H 0.894 -5.106 -2.169
H 2.718 -5.108 -0.459
H 4.418 -3.275 -0.467
H 4.299 -1.442 -2.142
O -3.423 -0.040 8.552
S -3.978 -1.259 8.001
O -3.884 -2.514 8.704
N -3.416 -1.428 6.418
C -4.379 -1.547 5.433
S -4.053 -2.132 3.882
C -5.706 -1.341 6.032
C -6.996 -1.368 5.474
C -8.097 -0.999 6.250
C -7.946 -0.595 7.581
C -6.693 -0.664 8.179
C -5.617 -1.072 7.402
H -7.105 -1.637 4.420
H -9.091 -1.008 5.816
H -8.790 -0.272 8.176
H -6.497 -0.364 9.201
*
```

[3]
ORCA calculation (ωB97M-V with the def2-TZVPD basis set) on C42H41N6O2ReSb as an isolated structure.

Output
Highest occupied orbital energy (spin up / spin down) in Eh: -0.450 / -0.450
ΔE to the lowest compared entry with this formula, charge and spin in kcal per mole: 26.74
Largest force on an atom in eV Å⁻¹: 0.79
Lowest unoccupied orbital energy (spin up / spin down) in Eh: -0.244 / -0.260

Geometry as ORCA input:
```
! wB97M-V def2-TZVPD RIJCOSX def2/J DEFGRID3
* xyz 2 4
Re -0.438 1.404 -0.805
C 3.145 0.966 0.376
C 2.953 0.893 -1.109
C 3.877 0.257 -1.929
C 3.755 0.347 -3.304
C 2.735 1.117 -3.852
C 1.828 1.694 -2.984
N 1.909 1.550 -1.648
Sb 0.434 3.160 -3.678
C 0.499 4.073 -1.712
C 0.976 5.361 -1.665
C 1.241 5.955 -0.431
C 1.056 5.220 0.716
C 0.564 3.923 0.647
C 0.400 3.110 1.888
N 0.254 3.389 -0.552
C -1.543 2.393 -3.246
C -2.459 2.318 -4.269
C -3.817 2.367 -3.958
C -4.202 2.589 -2.655
C -3.258 2.624 -1.639
C -3.670 2.943 -0.238
N -1.948 2.449 -1.942
H 3.624 0.067 0.762
H 2.206 1.117 0.904
H 3.798 1.813 0.603
H 4.700 -0.283 -1.476
H 4.474 -0.146 -3.948
H 2.652 1.257 -4.921
H 1.165 5.901 -2.584
H 1.619 6.969 -0.379
H 1.296 5.631 1.688
H 1.187 3.357 2.600
H 0.438 2.030 1.716
H -0.551 3.348 2.362
H -2.126 2.286 -5.298
H -4.560 2.301 -4.744
H -5.245 2.735 -2.402
H -4.262 3.861 -0.248
H -2.808 3.095 0.407
H -4.289 2.151 0.181
O 0.059 -0.487 -2.580
C 0.471 -1.053 -1.554
N 0.935 -2.284 -1.365
C 1.237 -2.571 0.045
C 0.873 -1.198 0.686
O 0.978 -0.868 1.827
N 0.457 -0.359 -0.360
C 0.343 -3.680 0.613
C 0.335 -3.916 1.985
C -0.439 -4.938 2.511
C -1.208 -5.739 1.676
C -1.202 -5.509 0.310
C -0.430 -4.482 -0.221
C 2.728 -2.887 0.230
C 3.376 -2.634 1.436
C 4.715 -2.969 1.594
C 5.419 -3.567 0.559
C 4.772 -3.839 -0.639
C 3.435 -3.501 -0.801
H 0.979 -2.954 -2.113
H 0.935 -3.302 2.647
H -0.435 -5.113 3.580
H -1.807 -6.540 2.090
H -1.795 -6.130 -0.351
H -0.458 -4.322 -1.291
H 2.841 -2.171 2.256
H 5.207 -2.767 2.538
H 6.460 -3.835 0.688
H 5.305 -4.324 -1.448
H 2.955 -3.740 -1.743
C -1.684 -1.172 3.455
N -1.568 0.252 3.220
C -1.100 1.020 4.359
C -2.428 0.921 2.284
C -2.749 0.121 1.044
C -3.769 -0.824 1.136
C -4.195 -1.561 0.043
C -3.622 -1.336 -1.201
C -2.622 -0.385 -1.327
C -2.157 0.324 -0.207
H -0.808 -1.501 4.015
H -1.691 -1.735 2.522
H -2.574 -1.463 4.038
H -0.011 0.956 4.474
H -1.549 0.688 5.303
H -1.375 2.070 4.248
H -1.947 1.844 1.975
H -3.403 1.230 2.715
H -4.247 -0.970 2.099
H -4.987 -2.291 0.155
H -3.958 -1.883 -2.074
H -2.205 -0.217 -2.314
*
```

[4]
ORCA calculation (ωB97M-V with the def2-TZVPD basis set) on C42H42BBr2IN6O4PRu as an isolated structure in a non-equilibrium geometry.

Output
Highest occupied orbital energy (spin up / spin down) in Eh: -0.307 / -0.321
Largest force on an atom in eV Å⁻¹: 4.07
Lowest unoccupied orbital energy (spin up / spin down) in Eh: -0.057 / -0.062

Geometry as ORCA input:
```
! wB97M-V def2-TZVPD RIJCOSX def2/J DEFGRID3
* xyz 0 2
Ru -0.228 -0.639 0.147
C -3.671 -0.575 1.947
C -2.635 -1.521 2.439
C -2.859 -2.538 3.366
C -1.654 -3.207 3.485
C -1.373 -4.389 4.337
N -0.764 -2.598 2.680
N -1.360 -1.572 2.049
B 0.648 -3.119 2.341
N 1.692 -1.994 2.428
N 1.556 -0.811 1.807
C 2.634 -0.073 2.071
C 2.858 1.329 1.630
C 3.495 -0.813 2.882
C 2.866 -2.025 3.089
C 3.370 -3.158 3.909
N 0.606 -3.683 0.911
N 0.197 -2.954 -0.133
C 0.194 -3.722 -1.213
C -0.206 -3.293 -2.577
C 0.624 -5.002 -0.852
C 0.876 -4.942 0.504
C 1.358 -6.045 1.377
H -4.365 -0.347 2.755
H -3.240 0.349 1.567
H -4.237 -1.049 1.145
H -3.775 -2.758 3.871
H -2.237 -4.583 4.967
H -1.188 -5.267 3.721
H -0.506 -4.218 4.969
H 0.940 -3.974 3.095
H 2.179 1.611 0.831
H 2.713 2.008 2.472
H 3.883 1.442 1.280
H 4.447 -0.503 3.261
H 4.312 -2.869 4.370
H 2.665 -3.419 4.695
H 3.540 -4.041 3.296
H -1.024 -2.580 -2.522
H 0.639 -2.840 -3.096
H -0.532 -4.157 -3.150
H 0.726 -5.854 -1.495
H 1.526 -6.926 0.762
H 2.289 -5.779 1.876
H 0.623 -6.296 2.139
O -4.319 -1.905 -1.372
C -3.309 -1.247 -1.193
O -2.194 -1.660 -0.789
C -3.384 0.283 -1.505
P -1.671 0.949 -1.390
C -1.204 0.850 -3.158
C -0.234 -0.060 -3.553
C 0.124 -0.178 -4.885
C -0.500 0.610 -5.834
C -1.484 1.508 -5.452
C -1.840 1.632 -4.121
C -2.003 2.739 -1.231
C -1.188 3.649 -1.900
C -1.487 4.998 -1.884
C -2.569 5.464 -1.149
C -3.329 4.577 -0.407
C -3.052 3.222 -0.452
H -4.067 0.742 -0.789
H -3.788 0.429 -2.510
H 0.235 -0.677 -2.801
H 0.886 -0.883 -5.185
H -0.215 0.532 -6.873
H -1.978 2.112 -6.198
H -2.601 2.345 -3.835
H -0.331 3.283 -2.445
H -0.878 5.687 -2.449
H -2.806 6.517 -1.151
H -4.145 4.935 0.206
H -3.657 2.538 0.128
Br -0.430 2.658 5.620
C -0.667 3.908 4.220
C -0.774 5.254 4.531
C -0.946 6.180 3.516
C -0.995 5.761 2.195
C -0.881 4.415 1.891
C -0.731 3.475 2.899
I -0.626 1.362 2.421
H -0.721 5.563 5.564
H -1.025 7.227 3.768
H -1.111 6.469 1.388
H -0.915 4.083 0.867
Br 5.278 -1.552 -5.168
C 4.457 -0.145 -4.177
C 4.775 1.169 -4.484
C 4.153 2.195 -3.793
C 3.222 1.911 -2.812
C 2.934 0.590 -2.499
C 3.553 -0.451 -3.180
C 1.915 0.262 -1.454
O 1.153 1.164 -1.027
O 1.841 -0.922 -1.067
H 5.496 1.386 -5.257
H 4.400 3.220 -4.026
H 2.708 2.691 -2.272
H 3.319 -1.473 -2.920
*
```

[5]
ORCA calculation (ωB97M-V with the def2-TZVPD basis set) on C42H42CaO3P2 as an isolated structure in a non-equilibrium geometry.

Output
Highest occupied orbital energy (spin up / spin down) in Eh: -0.178 / -0.178
ΔE to the lowest compared entry with this formula, charge and spin in kcal per mole: 12.51
Largest force on an atom in eV Å⁻¹: 4.39
Lowest unoccupied orbital energy (spin up / spin down) in Eh: -0.002 / -0.002

Geometry as ORCA input:
```
! wB97M-V def2-TZVPD RIJCOSX def2/J DEFGRID3
* xyz 0 1
Ca 1.383 0.610 -2.288
C 4.588 1.707 -3.087
C 4.707 2.096 -1.680
C 5.020 3.591 -1.382
C 4.217 4.556 -2.240
C 2.833 4.019 -2.484
C 2.412 3.297 -3.551
C 3.320 3.034 -4.715
C 4.714 2.571 -4.264
C -1.536 0.956 -0.052
H 5.107 0.750 -3.258
H 5.654 1.598 -1.418
H 6.107 3.679 -1.571
H 4.834 3.819 -0.324
H 4.104 5.441 -1.604
H 4.812 4.886 -3.104
H 2.135 4.466 -1.759
H 1.354 3.284 -3.816
H 3.466 3.928 -5.335
H 2.887 2.224 -5.325
H 5.072 1.878 -5.037
H 5.457 3.386 -4.235
H -1.478 0.044 -0.655
H -2.578 1.142 0.243
H -0.897 0.797 0.821
P 3.565 1.210 -0.583
P -0.991 2.438 -0.865
C 1.884 1.878 -0.149
C 0.825 2.443 -0.893
C 4.300 0.897 1.044
C 5.333 1.672 1.613
C 5.772 1.378 2.913
C 5.199 0.305 3.623
C 4.171 -0.472 3.055
C 3.739 -0.174 1.765
C 3.700 -0.364 -1.556
C 3.354 -0.431 -2.970
C 3.364 -1.654 -3.639
C 4.348 -2.570 -3.235
C 5.027 -2.351 -2.028
C 4.652 -1.324 -1.142
C -1.739 3.886 -0.148
C -1.462 4.178 1.204
C -2.202 5.154 1.873
C -3.210 5.858 1.196
C -3.468 5.590 -0.154
C -2.740 4.606 -0.827
C -1.422 2.325 -2.633
C -2.022 1.151 -3.132
C -2.108 0.961 -4.513
C -1.622 1.917 -5.407
C -1.083 3.107 -4.911
C -1.006 3.337 -3.533
H 1.808 1.824 0.960
H 1.034 2.992 -1.836
H 5.769 2.494 1.032
H 6.550 2.003 3.372
H 5.527 0.094 4.640
H 3.687 -1.289 3.606
H 2.933 -0.766 1.312
H 2.911 0.435 -3.588
H 2.659 -1.779 -4.477
H 4.579 -3.419 -3.891
H 5.851 -3.017 -1.761
H 5.117 -1.255 -0.158
H -0.719 3.587 1.747
H -2.017 5.335 2.936
H -3.782 6.631 1.709
H -4.266 6.117 -0.688
H -3.001 4.344 -1.855
H -2.443 0.399 -2.454
H -2.561 0.041 -4.879
H -1.650 1.764 -6.491
H -0.717 3.885 -5.589
H -0.618 4.292 -3.141
O -0.562 -4.433 -0.345
C -0.829 -4.014 0.904
C -1.424 -4.934 1.796
C -1.729 -4.522 3.088
C -1.377 -3.224 3.519
C -0.694 -2.360 2.648
C -0.466 -2.706 1.311
C 0.244 -1.777 0.375
O 0.779 -0.768 0.884
O 0.302 -2.028 -0.903
H -0.199 -3.622 -0.815
H -1.631 -5.945 1.433
H -2.238 -5.219 3.770
H -1.618 -2.901 4.537
H -0.335 -1.388 2.987
*
```